# 1
Here is a 11-piece molecular cluster, C33H66O33 overall at a distorted geometry from the OMol25 dataset. Energies are from the ωB97M-V functional and the def2-TZVPD basis.

Each atom is followed by the atoms it is bonded to, with distances in Å.
Element x y z (Å)
1 C -3.601 -7.073 -6.590  O2 1.411, H7 1.088, H8 1.085, H9 1.092
2 O -3.002 -6.715 -5.363  C1 1.411, C3 1.311
3 C -2.506 -5.503 -5.308  O2 1.311, O4 1.184, O5 1.297
4 O -2.612 -4.697 -6.168  C3 1.184
5 O -1.910 -5.366 -4.164  C3 1.297, C6 1.411
6 C -1.317 -4.117 -3.881  O5 1.411, H10 1.088, H11 1.082, H12 1.090
7 H -4.310 -6.348 -6.984  C1 1.088
8 H -4.089 -8.021 -6.392  C1 1.085
9 H -2.834 -7.216 -7.354  C1 1.092
10 H -0.296 -4.086 -4.256  C6 1.088
11 H -1.357 -3.954 -2.812  C6 1.082
12 H -1.887 -3.298 -4.319  C6 1.090
13 C -8.043 2.817 -1.489  O14 1.425, H19 1.091, H20 1.085, H21 1.092
14 O -7.245 2.221 -0.470  C13 1.425, C15 1.322
15 C -5.937 2.198 -0.661  O14 1.322, O16 1.186, O17 1.323
16 O -5.347 2.712 -1.554  C15 1.186
17 O -5.399 1.507 0.330  C15 1.323, C18 1.441
18 C -3.975 1.682 0.471  O17 1.441, H22 1.090, H23 1.091, H24 1.081
19 H -7.885 3.896 -1.508  C13 1.091
20 H -9.072 2.566 -1.258  C13 1.085
21 H -7.814 2.427 -2.483  C13 1.092
22 H -3.710 2.731 0.602  C18 1.090
23 H -3.488 1.378 -0.457  C18 1.091
24 H -3.720 1.051 1.311  C18 1.081
25 C 6.508 -4.577 1.887  O26 1.418, H31 1.091, H32 1.087, H33 1.088
26 O 5.799 -3.914 0.854  C25 1.418, C27 1.304
27 C 4.731 -3.257 1.214  O26 1.304, O28 1.186, O29 1.295
28 O 4.414 -3.048 2.338  C27 1.186
29 O 4.188 -2.793 0.134  C27 1.295, C30 1.426
30 C 3.014 -1.994 0.264  O29 1.426, H34 1.088, H35 1.090, H36 1.091
31 H 7.002 -3.801 2.472  C25 1.091
32 H 7.280 -5.211 1.456  C25 1.087
33 H 5.893 -5.235 2.496  C25 1.088
34 H 2.290 -2.537 0.869  C30 1.088
35 H 2.678 -1.874 -0.766  C30 1.090
36 H 3.102 -0.973 0.639  C30 1.091
37 C 3.622 3.689 -3.087  O38 1.419, H43 1.088, H44 1.083, H45 1.093
38 O 2.758 3.681 -1.961  C37 1.419, C39 1.325
39 C 1.455 3.667 -2.197  O38 1.325, O40 1.197, O41 1.315
40 O 0.919 3.489 -3.252  C39 1.197
41 O 0.831 3.924 -1.068  C39 1.315, C42 1.401
42 C -0.570 3.931 -1.074  O41 1.401, H46 1.098, H47 1.089, H48 1.089
43 H 3.355 2.963 -3.852  C37 1.088
44 H 4.627 3.522 -2.722  C37 1.083
45 H 3.585 4.647 -3.612  C37 1.093
46 H -0.979 4.942 -1.202  C42 1.098
47 H -0.937 3.620 -0.098  C42 1.089
48 H -1.027 3.314 -1.846  C42 1.089
49 C 1.183 0.750 1.822  O50 1.433, H55 1.086, H56 1.084, H57 1.079
50 O 0.721 -0.510 1.318  C49 1.433, C51 1.319
51 C -0.308 -0.498 0.492  O50 1.319, O52 1.199, O53 1.313
52 O -0.832 0.484 0.047  C51 1.199
53 O -0.589 -1.739 0.167  C51 1.313, C54 1.414
54 C -1.628 -1.918 -0.774  O53 1.414, H58 1.088, H59 1.093, H60 1.080
55 H 1.261 1.519 1.059  C49 1.086
56 H 2.177 0.587 2.224  C49 1.084
57 H 0.528 1.003 2.641  C49 1.079
58 H -1.406 -1.536 -1.768  C54 1.088
59 H -2.543 -1.404 -0.471  C54 1.093
60 H -1.889 -2.963 -0.861  C54 1.080
61 C 2.135 -2.108 4.395  O62 1.439, H67 1.088, H68 1.088, H69 1.081
62 O 0.838 -2.705 4.216  C61 1.439, C63 1.316
63 C -0.198 -1.895 4.245  O62 1.316, O64 1.193, O65 1.324
64 O -0.161 -0.714 4.405  C63 1.193
65 O -1.288 -2.646 4.197  C63 1.324, C66 1.430
66 C -2.537 -1.953 4.132  O65 1.430, H70 1.092, H71 1.090, H72 1.083
67 H 2.183 -1.757 5.423  C61 1.088
68 H 2.300 -1.294 3.692  C61 1.088
69 H 2.823 -2.902 4.142  C61 1.081
70 H -2.382 -0.921 3.812  C66 1.092
71 H -2.926 -1.910 5.149  C66 1.090
72 H -3.204 -2.428 3.423  C66 1.083
73 C 8.436 3.238 3.412  O74 1.438, H79 1.083, H80 1.084, H81 1.094
74 O 7.732 2.144 4.023  C73 1.438, C75 1.316
75 C 6.932 1.494 3.204  O74 1.316, O76 1.183, O77 1.304
76 O 7.032 1.467 2.026  C75 1.183
77 O 6.009 0.894 3.905  C75 1.304, C78 1.413
78 C 5.130 0.011 3.238  O77 1.413, H82 1.088, H83 1.084, H84 1.092
79 H 9.006 2.901 2.555  C73 1.083
80 H 9.008 3.711 4.203  C73 1.084
81 H 7.701 3.990 3.107  C73 1.094
82 H 4.115 0.132 3.609  C78 1.088
83 H 5.423 -1.028 3.331  C78 1.084
84 H 5.119 0.337 2.195  C78 1.092
85 C -4.695 -5.187 -1.056  O86 1.418, H91 1.091, H92 1.085, H93 1.092
86 O -4.840 -4.896 -2.437  C85 1.418, C87 1.308
87 C -4.488 -3.691 -2.804  O86 1.308, O88 1.190, O89 1.307
88 O -3.907 -2.902 -2.129  C87 1.190
89 O -4.735 -3.557 -4.081  C87 1.307, C90 1.424
90 C -4.496 -2.300 -4.704  O89 1.424, H94 1.082, H95 1.084, H96 1.095
91 H -3.641 -5.259 -0.785  C85 1.091
92 H -5.195 -6.131 -0.867  C85 1.085
93 H -5.160 -4.439 -0.410  C85 1.092
94 H -4.395 -2.413 -5.775  C90 1.082
95 H -3.639 -1.789 -4.280  C90 1.084
96 H -5.356 -1.642 -4.541  C90 1.095
97 C -1.584 2.245 3.807  O98 1.417, H103 1.089, H104 1.090, H105 1.081
98 O -2.148 3.209 2.936  C97 1.417, C99 1.321
99 C -1.719 4.453 3.050  O98 1.321, O100 1.195, O101 1.339
100 O -0.927 4.883 3.834  C99 1.195
101 O -2.261 5.161 2.051  C99 1.339, C102 1.401
102 C -1.806 6.483 1.967  O101 1.401, H106 1.093, H107 1.089, H108 1.084
103 H -1.698 2.410 4.878  C97 1.089
104 H -0.501 2.247 3.685  C97 1.090
105 H -1.971 1.281 3.507  C97 1.081
106 H -0.779 6.554 1.602  C102 1.093
107 H -1.816 6.959 2.946  C102 1.089
108 H -2.434 7.028 1.271  C102 1.084
109 C -1.458 -1.941 -7.116  O110 1.428, H115 1.093, H116 1.080, H117 1.085
110 O -1.838 -1.286 -5.905  C109 1.428, C111 1.312
111 C -0.887 -0.583 -5.338  O110 1.312, O112 1.169, O113 1.316
112 O 0.146 -0.338 -5.830  C111 1.169
113 O -1.267 -0.268 -4.118  C111 1.316, C114 1.434
114 C -0.342 0.558 -3.398  O113 1.434, H118 1.097, H119 1.087, H120 1.086
115 H -1.097 -1.178 -7.812  C109 1.093
116 H -2.357 -2.382 -7.520  C109 1.080
117 H -0.634 -2.627 -6.954  C109 1.085
118 H -0.966 1.010 -2.618  C114 1.097
119 H 0.006 1.460 -3.895  C114 1.087
120 H 0.452 0.017 -2.892  C114 1.086
121 C 2.068 4.531 2.138  O122 1.435, H127 1.092, H128 1.085, H129 1.086
122 O 2.850 4.566 3.341  C121 1.435, C123 1.309
123 C 2.930 3.471 4.052  O122 1.309, O124 1.197, O125 1.314
124 O 2.490 2.392 3.774  C123 1.197
125 O 3.650 3.720 5.122  C123 1.314, C126 1.402
126 C 3.886 2.653 6.001  O125 1.402, H130 1.083, H131 1.092, H132 1.088
127 H 1.041 4.250 2.377  C121 1.092
128 H 2.456 3.881 1.361  C121 1.085
129 H 2.020 5.582 1.863  C121 1.086
130 H 4.651 2.922 6.719  C126 1.083
131 H 4.301 1.828 5.418  C126 1.092
132 H 3.009 2.253 6.504  C126 1.088

Kohn-Sham gap: 0.41258 hartree
HOMO energy: -0.3941 Eh
total energy: -3779.9795 Ha
LUMO energy: 0.0185 Ha

=====

# 2
Here is a 3-piece molecular cluster, C33H67BN4O9 overall at a distorted geometry from the OMol25 dataset. Energies are from the ωB97M-V functional and the def2-TZVPD basis.

Each atom is followed by the atoms it is bonded to, with distances in Å.
Element x y z (Å)
1 C 6.237 4.018 3.187  C2 1.520, H26 1.081, H27 1.082, H28 1.083
2 C 7.020 3.276 2.115  C1 1.520, O3 1.408, H29 1.092, H30 1.091
3 O 6.628 1.924 2.081  C2 1.408, C4 1.410
4 C 7.218 1.208 1.020  O3 1.410, C5 1.514, H31 1.091, H32 1.092
5 C 6.437 -0.067 0.791  C4 1.514, O6 1.404, H33 1.086, H34 1.088
6 O 5.529 0.055 -0.273  C5 1.404, C7 1.414
7 C 4.242 0.469 0.143  O6 1.414, C8 1.521, H35 1.092, H36 1.089
8 C 3.461 0.853 -1.105  C7 1.521, O9 1.411, H37 1.084, H38 1.088
9 O 2.867 2.132 -1.050  C8 1.411, C10 1.419
10 C 1.565 2.123 -0.486  O9 1.419, C11 1.534, H39 1.089, H40 1.090
11 C 1.281 3.214 0.554  C10 1.534, C12 1.544, C17 1.529, H41 1.093
12 C 2.421 3.737 1.453  C11 1.544, N13 1.451, C14 1.535, H42 1.085
13 N 3.708 4.123 0.903  C12 1.451, H43 1.009, H44 1.010
14 C 2.481 2.641 2.527  C12 1.535, O15 1.240, N16 1.436
15 O 3.380 2.463 3.363  C14 1.240
16 N 1.298 1.833 2.445  C14 1.436, C17 1.497, H45 1.013
17 C 0.340 2.611 1.598  C11 1.529, N16 1.497, C18 1.569, B23 1.583
18 C -0.354 3.641 2.555  C17 1.569, C19 1.535, H46 1.083, H47 1.089
19 C -0.772 3.056 3.912  C18 1.535, C20 1.540, H48 1.085, H49 1.086
20 C 0.224 3.302 5.060  C19 1.540, C21 1.518, H50 1.083, H51 1.088
21 C 0.588 1.998 5.747  C20 1.518, O22 1.409, H52 1.081, H53 1.094
22 O 1.495 2.165 6.812  C21 1.409, H54 0.956
23 B -0.877 1.777 1.023  C17 1.583, O24 1.382, O25 1.360
24 O -1.138 0.489 1.451  B23 1.382, H55 0.959
25 O -1.677 2.276 0.043  B23 1.360, H56 0.959
26 H 5.379 3.441 3.501  C1 1.081
27 H 5.880 4.962 2.796  C1 1.082
28 H 6.877 4.214 4.038  C1 1.083
29 H 8.088 3.342 2.333  C2 1.092
30 H 6.872 3.747 1.142  C2 1.091
31 H 8.272 1.002 1.211  C4 1.091
32 H 7.151 1.796 0.102  C4 1.092
33 H 7.139 -0.858 0.546  C5 1.086
34 H 5.953 -0.349 1.725  C5 1.088
35 H 3.753 -0.335 0.696  C7 1.092
36 H 4.334 1.326 0.808  C7 1.089
37 H 4.184 0.887 -1.912  C8 1.084
38 H 2.734 0.089 -1.373  C8 1.088
39 H 0.866 2.280 -1.305  C10 1.089
40 H 1.360 1.125 -0.101  C10 1.090
41 H 0.810 4.040 0.015  C11 1.093
42 H 2.021 4.663 1.852  C12 1.085
43 H 4.238 3.309 0.630  N13 1.009
44 H 3.537 4.617 0.038  N13 1.010
45 H 1.498 0.947 1.996  N16 1.013
46 H 0.241 4.527 2.742  C18 1.083
47 H -1.271 3.970 2.068  C18 1.089
48 H -1.716 3.527 4.167  C19 1.085
49 H -0.968 1.989 3.846  C19 1.086
50 H 1.120 3.803 4.714  C20 1.083
51 H -0.268 3.925 5.804  C20 1.088
52 H 1.022 1.316 5.030  C21 1.081
53 H -0.345 1.548 6.099  C21 1.094
54 H 1.166 2.855 7.385  O22 0.956
55 H -1.868 0.488 2.073  O24 0.959
56 H -1.430 3.170 -0.203  O25 0.959
57 C 0.685 -2.003 -6.072  C58 1.555, H68 1.086, H69 1.089, H70 1.091
58 C 0.401 -2.219 -4.559  C57 1.555, C59 1.536, N63 1.495, C67 1.525
59 C -0.690 -3.276 -4.335  C58 1.536, C60 1.528, H71 1.095, H72 1.091
60 C -2.124 -2.788 -4.537  C59 1.528, C61 1.526, H73 1.093, H74 1.092
61 C -2.365 -1.497 -3.760  C60 1.526, C62 1.526, H75 1.092, H76 1.095
62 C -1.353 -0.411 -4.114  C61 1.526, N63 1.496, C65 1.539, C66 1.524
63 N 0.039 -0.920 -3.913  C58 1.495, C62 1.496, O64 1.291
64 O 0.335 -0.921 -2.657  N63 1.291
65 C -1.590 0.052 -5.563  C62 1.539, H77 1.091, H78 1.090, H79 1.087
66 C -1.570 0.817 -3.238  C62 1.524, H80 1.089, H81 1.089, H82 1.092
67 C 1.693 -2.757 -3.952  C58 1.525, H83 1.091, H84 1.090, H85 1.088
68 H 0.459 -0.993 -6.404  C57 1.086
69 H 1.742 -2.146 -6.294  C57 1.089
70 H 0.120 -2.694 -6.698  C57 1.091
71 H -0.606 -3.654 -3.312  C59 1.095
72 H -0.492 -4.124 -4.992  C59 1.091
73 H -2.339 -2.648 -5.600  C60 1.093
74 H -2.816 -3.556 -4.188  C60 1.092
75 H -3.372 -1.122 -3.952  C61 1.092
76 H -2.312 -1.708 -2.686  C61 1.095
77 H -0.850 0.797 -5.858  C65 1.091
78 H -2.574 0.513 -5.638  C65 1.090
79 H -1.569 -0.755 -6.292  C65 1.087
80 H -1.541 0.577 -2.176  C66 1.089
81 H -2.548 1.246 -3.453  C66 1.089
82 H -0.814 1.577 -3.439  C66 1.092
83 H 2.490 -2.014 -3.999  C67 1.091
84 H 2.006 -3.632 -4.521  C67 1.090
85 H 1.569 -3.060 -2.914  C67 1.088
86 C -6.137 -4.363 0.239  C87 1.555, H97 1.086, H98 1.089, H99 1.091
87 C -5.801 -2.952 0.799  C86 1.555, C88 1.536, N92 1.494, C96 1.524
88 C -5.486 -1.958 -0.329  C87 1.536, C89 1.528, H100 1.095, H101 1.091
89 C -4.080 -2.063 -0.917  C88 1.528, C90 1.526, H102 1.094, H103 1.092
90 C -3.034 -2.072 0.195  C89 1.526, C91 1.525, H104 1.092, H105 1.091
91 C -3.288 -3.170 1.222  C90 1.525, N92 1.495, C94 1.540, C95 1.523
92 N -4.671 -3.041 1.773  C87 1.494, C91 1.495, O93 1.292
93 O -4.727 -2.089 2.645  N92 1.292
94 C -3.057 -4.543 0.566  C91 1.540, H106 1.091, H107 1.090, H108 1.088
95 C -2.275 -3.076 2.355  C91 1.523, H109 1.088, H110 1.089, H111 1.091
96 C -7.059 -2.461 1.507  C87 1.524, H112 1.090, H113 1.090, H114 1.088
97 H -5.430 -5.123 0.558  C86 1.086
98 H -7.106 -4.705 0.600  C86 1.089
99 H -6.169 -4.374 -0.852  C86 1.091
100 H -5.614 -0.942 0.056  C88 1.095
101 H -6.230 -2.080 -1.119  C88 1.091
102 H -3.988 -2.953 -1.546  C89 1.094
103 H -3.902 -1.209 -1.574  C89 1.092
104 H -2.037 -2.198 -0.231  C90 1.092
105 H -3.031 -1.099 0.690  C90 1.091
106 H -3.277 -5.350 1.267  C94 1.091
107 H -2.011 -4.631 0.275  C94 1.090
108 H -3.645 -4.706 -0.335  C94 1.088
109 H -2.266 -2.093 2.821  C95 1.088
110 H -1.277 -3.264 1.963  C95 1.089
111 H -2.484 -3.818 3.127  C95 1.091
112 H -7.287 -3.077 2.378  C96 1.090
113 H -7.897 -2.526 0.813  C96 1.090
114 H -6.974 -1.427 1.833  C96 1.088

Kohn-Sham gap (alpha / beta): 0.31802 / 0.33920 hartree
HOMO energy (alpha / beta): -0.3083 / -0.3345 Eh
total energy: -2218.5319 Ha
LUMO energy (alpha / beta): 0.0097 / 0.0047 Ha
2S+1: 3